Entry from OMol25: the ion C5H8N with charge +1 in a non-equilibrium geometry (the ωB97M-V functional and the def2-TZVPD basis).

## Properties
* total charge: +1
* highest occupied orbital energy (alpha / beta): -10.131 / -14.460 eV
* <S²>: 2.021
* ΔE to the lowest compared entry with this formula, charge and spin: 419.3 kJ/mol
* 2S+1: 3

Geometry as XYZ:
```
14
C5H8N | OMol25 | the ωB97M-V functional and the def2-TZVPD basis
H -2.24 -1.45 -0.97
N -2.13 0.59 0.03
H 4.02 -0.48 -0.12
C 1.88 -0.56 0.02
H -2.63 1.02 0.85
C -0.84 -0.10 0.00
H 3.23 1.13 -0.20
H -2.19 -1.59 0.87
C 3.06 0.06 -0.04
C -2.02 -0.89 -0.11
H -2.40 1.29 -0.74
H 0.58 1.31 0.01
H 1.79 -1.53 0.35
C 0.47 0.23 0.10
```